# 1
Entry from OMol25: a 13-piece molecular cluster, C28H77F3IN4O15P2 overall in a non-equilibrium geometry (ωB97M-V with the def2-TZVPD basis set).

Each line ends with the Mulliken charge.
Element x y z (Å)
1 C -5.20527 -1.72667 0.79757  -1.19
2 C -4.50387 -2.97108 1.36116  -0.15
3 P -3.10115 -2.48506 2.44503  0.34
4 C -3.05458 -3.67853 3.84432  -0.47
5 C -1.67027 -4.22146 4.22988  -1.14
6 N -1.70749 -2.87664 1.35140  0.31
7 C -1.01427 -1.86350 0.85925  -1.12
8 N -1.27592 -0.53231 1.16643  0.43
9 C -0.82066 -0.12276 2.49918  -0.70
10 O -1.61648 0.90452 3.02445  -0.29
11 O -2.19649 0.41349 4.24806  -0.27
12 C -0.88494 0.21169 -0.04594  -1.15
13 I 0.07082 2.09829 0.30182  0.30
14 C -0.13553 -0.82894 -0.93990  1.65
15 C -1.03218 -1.18392 -2.16162  -0.84
16 C -0.31497 -1.05004 -3.50263  0.80
17 C -0.64812 -2.10780 -4.51369  -1.28
18 N 0.48713 -0.10538 -3.80164  -0.80
19 N 0.01133 -2.00317 -0.06572  0.93
20 C 1.36257 -2.32001 0.49472  -0.59
21 C 2.37322 -1.16884 0.44770  -0.18
22 C 3.20591 -1.17187 -0.79662  0.15
23 F 3.76777 -2.36481 -1.09224  -0.34
24 C 3.51870 -0.13321 -1.56939  0.26
25 F 4.46562 -0.13812 -2.46728  -0.25
26 F 2.89088 1.02706 -1.54078  -0.13
27 P -1.39279 -4.61421 0.97212  0.06
28 C -1.48374 -4.68956 -0.84266  -1.12
29 O 0.21060 -4.77522 1.23840  -0.31
30 H -5.39988 -0.98649 1.57563  0.31
31 H -6.16432 -2.00793 0.35840  0.54
32 H -4.60904 -1.27103 0.00373  0.07
33 H -4.09794 -3.56086 0.53024  0.06
34 H -5.20045 -3.62863 1.87894  0.40
35 H -3.43004 -3.09083 4.68789  0.48
36 H -3.77748 -4.48015 3.67312  0.37
37 H -1.47588 -5.14775 3.68522  0.22
38 H -1.65148 -4.48113 5.28835  0.46
39 H -0.86027 -3.52759 3.99255  0.22
40 H 0.21220 0.23507 2.46245  0.43
41 H -0.87223 -0.98516 3.16563  0.45
42 H -3.03662 0.89220 4.28740  0.26
43 H -1.80909 0.53054 -0.51857  0.74
44 H 0.80211 -0.49453 -1.37257  -0.69
45 H -1.94439 -0.58415 -2.21014  0.53
46 H -1.34962 -2.22351 -2.06084  -0.31
47 H -1.73713 -2.13903 -4.62973  0.33
48 H -0.33024 -3.09746 -4.17667  0.26
49 H -0.24272 -1.85850 -5.49163  0.35
50 H 0.59068 0.57229 -3.04231  0.23
51 H 1.22174 -2.63303 1.52876  0.39
52 H 1.77894 -3.18477 -0.01981  0.58
53 H 3.06748 -1.30820 1.28508  0.48
54 H 1.92183 -0.18344 0.57850  -0.23
55 H -2.27382 -4.02276 -1.19425  0.40
56 H -0.54052 -4.41440 -1.32179  0.19
57 H -1.73439 -5.72065 -1.09646  0.58
58 H 0.39529 -5.53895 1.80841  0.27
59 C 6.29657 2.47769 -2.63269  -0.56
60 O 7.07381 3.48400 -3.26317  -0.51
61 H 6.16249 2.77918 -1.59551  0.25
62 H 5.31432 2.37996 -3.10330  0.24
63 H 6.80265 1.50845 -2.65484  0.27
64 H 7.19942 3.23281 -4.18253  0.29
65 C -2.42735 -1.81798 -8.39126  -0.55
66 O -2.47263 -2.33475 -7.06066  -0.44
67 H -1.42657 -1.42414 -8.54709  0.21
68 H -2.61670 -2.60073 -9.12855  0.26
69 H -3.14910 -1.01030 -8.52977  0.27
70 H -3.35442 -2.68706 -6.91553  0.27
71 C 8.24127 5.43692 -5.89195  -0.50
72 O 7.65580 4.80175 -7.02582  -0.51
73 H 7.42793 5.77724 -5.25672  0.22
74 H 8.86064 4.73637 -5.32471  0.23
75 H 8.84847 6.29727 -6.18232  0.28
76 H 8.36471 4.49625 -7.59666  0.30
77 C 2.21743 -6.55413 -1.86095  -0.56
78 O 1.30470 -7.17238 -0.95334  -0.59
79 H 2.77556 -7.34895 -2.34642  0.31
80 H 1.68675 -5.97820 -2.62306  0.24
81 H 2.91478 -5.89854 -1.33345  0.24
82 H 0.81340 -6.47880 -0.50749  0.28
83 C 1.56632 6.23633 -0.33790  -0.40
84 O 0.59268 5.45091 0.35345  -0.45
85 H 1.35266 7.27915 -0.11187  -0.03
86 H 2.57527 5.99504 0.00472  0.28
87 H 1.50519 6.09276 -1.41803  0.34
88 H 0.76721 4.52447 0.16583  0.04
89 C 3.73653 7.09272 2.54956  -0.54
90 O 2.47180 7.58515 2.98854  -0.51
91 H 4.47446 7.38523 3.29121  0.27
92 H 3.71619 6.00219 2.47468  0.23
93 H 4.01195 7.52238 1.58307  0.25
94 H 1.81143 7.31922 2.34100  0.27
95 C -0.03553 -0.34761 7.27040  -0.51
96 O -1.03832 0.62224 7.01404  -0.49
97 H 0.51141 -0.02449 8.15225  0.26
98 H -0.46548 -1.33382 7.47161  0.23
99 H 0.67068 -0.42730 6.43625  0.21
100 H -1.52796 0.34753 6.23285  0.32
101 C -0.06558 10.00205 2.03292  -0.59
102 O 1.30080 10.31616 1.80269  -0.44
103 H -0.65481 10.57748 1.32291  0.26
104 H -0.26789 8.93739 1.87484  0.19
105 H -0.37297 10.27165 3.04603  0.30
106 H 1.82916 9.80786 2.42834  0.31
107 C -7.60320 -6.10661 2.55182  -0.61
108 O -6.30657 -5.89355 3.11334  -0.47
109 H -7.47090 -6.26235 1.48452  0.22
110 H -8.08001 -6.98917 2.98174  0.30
111 H -8.25208 -5.24132 2.70726  0.26
112 H -6.42720 -5.76162 4.05748  0.29
113 C -8.66633 -0.38531 0.90575  -0.56
114 O -7.99764 -0.30245 -0.34900  -0.50
115 H -9.08369 -1.38652 0.98111  0.22
116 H -7.97753 -0.22649 1.74108  0.24
117 H -9.48082 0.33855 0.97423  0.32
118 H -7.63463 0.58310 -0.43030  0.29
119 C 3.42699 -8.05721 1.83884  -0.66
120 O 2.22816 -7.28991 1.77743  -0.43
121 H 4.01546 -7.67582 2.66912  0.23
122 H 3.21407 -9.11348 2.01369  0.28
123 H 4.00642 -7.95596 0.91797  0.26
124 H 1.70841 -7.62076 1.03535  0.33
125 C 2.32851 10.72208 -1.40547  -0.38
126 O 3.63052 10.56357 -0.85825  -0.52
127 H 2.39231 10.57077 -2.48077  0.28
128 H 1.64092 9.98748 -0.97864  0.05
129 H 1.94167 11.72616 -1.21596  0.25
130 H 3.55247 10.70660 0.08940  0.30

The charge is +1. The calculation puts the gap between HOMO and LUMO at 7.570 eV.

---

# 2
Entry from OMol25: a 10-piece molecular cluster, C28H78N2O15 overall in a non-equilibrium geometry (ωB97M-V with the def2-TZVPD basis set).

Each line ends with the Mulliken charge.
Element x y z (Å)
1 C -5.54899 -3.67428 -2.25619  -0.72
2 O -4.50899 -2.86628 -2.82619  -0.42
3 C -3.33699 -3.13028 -2.13219  0.18
4 C -2.27999 -2.01628 -2.35219  -0.82
5 N -1.08999 -2.18928 -1.52019  -0.09
6 C -0.04099 -1.21928 -1.84019  -0.98
7 C 1.22201 -1.35528 -0.95619  0.12
8 O 2.21501 -0.56128 -1.00619  1.61
9 C 2.82201 -0.36428 -2.24819  -1.60
10 H -5.61999 -4.62528 -2.74619  0.34
11 H -6.49199 -3.11828 -2.37419  0.27
12 H -5.43999 -4.08728 -1.20919  0.24
13 H -2.97699 -4.05428 -2.48619  0.30
14 H -3.42199 -3.19928 -1.05619  -0.16
15 H -2.64299 -1.03228 -1.91419  0.20
16 H -2.07299 -1.81628 -3.34219  0.66
17 H -0.74399 -3.07428 -1.83619  0.11
18 H -0.27599 -0.22028 -1.73319  0.07
19 H 0.34301 -1.30128 -2.88719  0.34
20 H 1.59701 -2.34528 -1.09719  0.61
21 H 0.89701 -1.25128 0.05681  -0.89
22 H 3.68001 0.26172 -2.21719  0.25
23 H 2.14501 0.19372 -2.86519  0.25
24 H 3.06301 -1.28228 -2.66519  0.49
25 C -3.69099 4.10072 -8.19819  -0.81
26 O -3.49499 4.41772 -6.87019  -0.33
27 C -2.56999 3.45772 -6.21519  -0.51
28 C -2.21499 3.99272 -4.80719  -0.56
29 N -1.29599 3.18172 -4.07719  -0.30
30 C -0.85699 3.84472 -2.79419  -1.21
31 C 0.41001 3.11772 -2.27619  0.83
32 O 0.96601 3.61772 -1.27419  -0.50
33 C 1.86301 2.73872 -0.70219  -0.54
34 H -3.65599 4.99672 -8.80619  0.28
35 H -4.60299 3.59772 -8.27919  0.29
36 H -2.92699 3.52272 -8.68819  0.35
37 H -1.70799 3.34572 -6.86419  0.36
38 H -2.98799 2.52672 -6.17119  0.41
39 H -3.14199 4.16672 -4.22819  0.24
40 H -1.80299 5.01472 -4.98319  0.30
41 H -1.83599 2.37172 -3.74819  0.21
42 H -1.66099 3.91772 -2.14419  0.44
43 H -0.50599 4.87072 -2.90419  0.52
44 H 1.11301 2.91372 -3.07619  0.47
45 H -0.05599 2.16772 -1.97619  -0.79
46 H 1.30301 1.79472 -0.47619  0.04
47 H 2.45701 3.10372 0.12581  0.21
48 H 2.42501 2.41172 -1.55719  0.47
49 C -2.74899 1.16072 4.76981  -0.84
50 C -2.36699 2.56672 5.05781  -0.13
51 O -3.63899 3.10172 5.29681  -0.61
52 H -3.14399 0.65472 5.68781  0.40
53 H -1.85599 0.50872 4.73481  -0.03
54 H -3.40099 1.02972 3.96681  0.53
55 H -1.86999 3.14372 4.31581  0.03
56 H -1.79799 2.55872 5.94981  0.40
57 H -4.18799 3.01672 4.52381  0.33
58 C -3.41899 -2.39828 3.17681  -1.55
59 C -2.62999 -3.02328 2.06681  -0.10
60 O -1.94499 -2.00628 1.47581  0.13
61 H -4.18699 -1.83128 2.75381  0.39
62 H -2.83099 -1.75928 3.83581  0.12
63 H -3.93299 -3.09728 3.68681  0.64
64 H -3.23099 -3.50828 1.30381  0.37
65 H -2.03699 -3.88028 2.46881  0.16
66 H -1.88999 -2.25628 0.50681  -0.18
67 C -0.06799 -6.23328 -1.10819  -1.15
68 C 0.59601 -5.20228 -0.37519  0.41
69 O -0.17499 -4.59028 0.54881  -0.53
70 H -0.99999 -5.77928 -1.44019  0.08
71 H -0.51099 -7.02928 -0.53419  0.35
72 H 0.65801 -6.58228 -1.83319  0.33
73 H 0.92401 -4.34128 -0.87819  -0.15
74 H 1.43501 -5.61528 0.22181  0.37
75 H 0.40601 -4.21228 1.20881  0.26
76 C 1.07801 3.87172 4.89181  -0.86
77 C 2.13101 3.93972 3.90181  -0.03
78 O 2.92501 2.78472 4.12081  -0.62
79 H 0.41501 4.73272 4.78481  0.35
80 H 1.67601 4.16372 5.80981  0.29
81 H 0.58401 2.88972 4.94481  0.19
82 H 2.68201 4.88672 3.80581  0.46
83 H 1.66601 3.87272 2.88481  -0.22
84 H 2.34201 2.11672 3.78281  0.29
85 C 6.49101 1.46072 0.79681  -1.62
86 C 5.19201 1.31472 1.43581  0.45
87 O 4.31701 1.13672 0.35081  -0.31
88 H 7.26701 1.48372 1.62881  0.38
89 H 6.69601 2.40572 0.16981  0.28
90 H 6.63501 0.54572 0.26981  0.36
91 H 5.11301 2.18972 2.05381  0.17
92 H 5.39801 0.39772 1.88581  0.13
93 H 3.43801 1.00072 0.74381  -0.25
94 C 3.64601 -3.27028 0.54181  0.55
95 C 4.16001 -3.67328 -0.78219  -0.39
96 O 3.66601 -4.97828 -0.93619  -0.54
97 O 4.14401 -2.01428 0.87581  -0.55
98 H 4.11701 -4.01328 1.28281  0.50
99 H 2.55601 -3.19128 0.65981  -0.73
100 H 5.18101 -3.48128 -0.64719  0.48
101 H 3.82701 -2.99828 -1.56819  0.00
102 H 3.78001 -5.20828 -1.89719  0.34
103 H 3.75501 -1.31828 0.36681  0.09
104 C 2.35901 -0.49728 3.16781  -0.64
105 C 1.34101 -1.46728 2.93681  0.64
106 O 0.07601 -0.79628 3.10881  -0.32
107 O 2.19201 0.58872 2.23181  1.14
108 H 3.42001 -0.85128 3.11381  0.36
109 H 2.21901 -0.06928 4.21681  0.31
110 H 1.43101 -2.21128 3.71781  0.63
111 H 1.49201 -2.05028 2.02081  -0.86
112 H -0.53099 -1.12028 2.48881  -0.12
113 H 1.24501 0.83772 2.32381  -0.27
114 C -1.46899 1.59272 1.88681  -1.17
115 C -1.23299 1.48472 0.51681  1.60
116 O -2.46499 1.23672 -0.14919  -0.59
117 O -0.25099 1.94372 2.57281  -0.57
118 H -1.96199 0.73072 2.28381  -0.10
119 H -2.25399 2.29472 2.01081  1.04
120 H -0.47999 0.70572 0.18281  -1.70
121 H -0.94399 2.43372 0.07881  0.58
122 H -3.06199 2.01672 -0.22419  0.36
123 H -0.17099 2.89172 2.46781  0.18

As for the relative energy (zero: lowest compared OMol25 entry of this formula, charge and spin): 3.0906 eV. The calculation puts the gap between HOMO and LUMO at 9.565 eV.

---

Number 1: energy -3740.078770 Eh, HOMO level -11.0885 eV. Number 2: energy -2351.279319 Eh, HOMO level -9.3442 eV.